<a>
{"formula": "C13H22N2O3", "method": "the ωB97M-V functional and the def2-TZVPD basis", "smiles": "C[C@H](O)CCC(=O)NNC1=CC(=O)CC(C)(C)C1", "homo_lumo_gap_ev": 9.24, "total_charge": 0, "lumo_energy_ev": 0.567, "elements": ["O", "O", "O", "N", "N", "C", "C", "C", "C", "C", "C", "C", "C", "C", "C", "C", "C", "C", "H", "H", "H", "H", "H", "H", "H", "H", "H", "H", "H", "H", "H", "H", "H", "H", "H", "H", "H", "H", "H", "H"], "coordinates": [[2.80, -2.66, 1.25], [-2.13, 2.00, 0.11], [-3.28, -0.05, -1.51], [0.26, 1.34, 1.09], [-0.93, 0.77, 1.54], [-4.87, -1.77, -1.18], [-3.67, -0.78, 0.80], [3.86, -0.72, 0.33], [-3.32, 0.49, 1.59], [2.47, 1.32, 0.12], [-2.10, 1.17, 1.01], [3.42, 0.38, -0.63], [1.36, 0.57, 0.79], [-4.26, -0.49, -0.60], [2.70, -1.49, 0.94], [4.64, 1.17, -1.11], [2.71, -0.23, -1.84], [1.49, -0.72, 1.17], [4.52, -1.44, -0.17], [5.17, 1.61, -0.26], [4.34, 1.97, -1.78], [2.05, 2.06, -0.57], [-2.79, -1.40, 0.68], [-5.23, -1.57, -2.18], [-4.42, -1.34, 1.37], [-5.05, 0.27, -0.50], [-5.69, -2.12, -0.56], [4.42, -0.28, 1.16], [-4.16, 1.19, 1.54], [-0.85, 0.13, 2.31], [-4.11, -2.54, -1.24], [5.33, 0.52, -1.64], [3.03, 1.86, 0.89], [3.39, -0.90, -2.37], [-2.95, 0.82, -1.23], [0.05, 2.13, 0.49], [1.84, -0.80, -1.54], [0.68, -1.27, 1.63], [-3.14, 0.23, 2.63], [2.40, 0.55, -2.53]]}

<b>
{"formula": "C13H22N2O3", "method": "the ωB97M-V functional and the def2-TZVPD basis", "homo_lumo_gap_ev": 8.41, "total_charge": 0, "lumo_energy_ev": 0.402, "elements": ["O", "O", "O", "N", "N", "C", "C", "C", "C", "C", "C", "C", "C", "C", "C", "C", "C", "C", "H", "H", "H", "H", "H", "H", "H", "H", "H", "H", "H", "H", "H", "H", "H", "H", "H", "H", "H", "H", "H", "H"], "coordinates": [[-2.89, 1.21, -0.69], [-1.12, 0.70, -2.46], [2.00, 3.50, -0.29], [1.65, 2.44, 1.60], [0.30, 0.19, 0.48], [0.75, -1.06, 0.19], [-0.63, 2.19, -0.85], [0.53, 1.26, -0.28], [2.09, -1.26, 0.96], [1.42, 2.52, 0.48], [-3.15, 0.16, -3.91], [-0.03, 0.83, 1.75], [-2.19, -0.43, -3.03], [-1.73, 1.32, -1.24], [-0.14, -2.10, 0.58], [2.05, -2.36, 1.79], [0.83, -2.89, 1.40], [0.95, 1.34, 2.56], [2.15, 3.17, 2.18], [-3.64, -0.78, -4.26], [-1.07, 1.20, 2.02], [1.73, 0.69, 2.96], [-2.66, -0.92, -2.18], [1.48, -1.63, 2.75], [1.15, 1.10, -1.37], [2.72, -0.24, 1.11], [-2.69, 0.69, -4.52], [1.23, -4.00, 0.71], [-0.26, -0.25, 2.38], [0.22, -3.54, 2.32], [0.57, 1.79, 3.33], [0.83, -1.13, -0.95], [-1.20, 2.81, 0.02], [-3.74, 0.78, -3.42], [2.87, -1.61, 0.07], [-0.35, -2.66, -0.38], [-0.92, -1.91, 1.08], [-0.36, 2.89, -1.58], [-1.51, -1.24, -3.53], [2.74, -2.76, 2.25]]}

The structure with the greatest stability is <a>.

<a>
{"formula": "CH2Cl2O2", "method": "the ωB97M-V functional and the def2-TZVPD basis", "smiles": "OOC(Cl)Cl", "homo_lumo_gap_ev": 11.74, "total_charge": 0, "lumo_energy_ev": 0.633, "elements": ["Cl", "Cl", "O", "O", "C", "H", "H"], "coordinates": [[2.97, -1.12, 0.05], [1.71, 1.62, 0.27], [0.28, -0.63, 0.70], [-0.90, 0.14, 0.32], [1.51, -0.08, -0.19], [1.06, -0.26, -1.15], [-0.88, 0.62, 1.09]]}

<b>
{"formula": "CH2Cl2O2", "method": "the ωB97M-V functional and the def2-TZVPD basis", "homo_lumo_gap_ev": [10.62, 7.12], "total_charge": 0, "lumo_energy_ev": [-0.041, -0.939], "elements": ["Cl", "Cl", "O", "O", "C", "H", "H"], "coordinates": [[0.22, -0.61, 0.53], [2.83, 0.66, -0.01], [-1.99, -0.61, -1.44], [-1.95, -0.27, -0.16], [1.67, 0.14, 1.05], [1.60, 0.60, 1.94], [-2.38, 0.09, -1.92]]}

The structure with the greatest stability is <a>.